This record from OMol25 describes a 2-piece molecular cluster, C3H12N2P overall at a distorted geometry. The level of theory is the ωB97M-V functional and the def2-TZVPD basis.

Element x y z (Å)
1 C -3.138 0.079 1.270
2 C 1.461 -1.447 -1.114
3 C 1.401 0.434 1.156
4 N 1.839 1.230 -1.578
5 N -2.396 0.052 0.111
6 P 0.796 0.138 -0.616
7 H -2.731 0.867 2.093
8 H -3.880 0.932 1.067
9 H -3.724 -0.647 1.813
10 H 2.509 -1.228 -1.002
11 H 1.226 -1.640 -2.116
12 H 1.266 -2.440 -0.723
13 H 1.236 1.375 1.390
14 H 2.426 0.216 1.121
15 H 0.854 -0.291 1.805
16 H 2.316 0.935 -2.358
17 H 1.215 2.071 -1.741
18 H -2.677 -0.637 -0.579

Computed properties:
Charge ... +1
Gap between HOMO and LUMO (spin up / spin down) ... 5.8 / 9.4 eV